The following is a quantum chemistry calculation of a cluster of 30 separate species, C21H82BF9N3O34S in total, from the OMol25 dataset.

The calculation puts the HOMO energy at -11.374 eV. As for the LUMO energy: -5.62 eV. Its frontier orbital gap is 5.75 eV. The value obtained for the electronic energy is -4892.5996 Ha.

Geometry as ORCA input:
```
! wB97M-V def2-TZVPD RIJCOSX def2/J DEFGRID3
* xyz 1 1
N -5.073 0.171 4.490
B -3.899 -0.724 4.139
O -3.581 -1.837 5.080
C -2.910 -0.519 2.803
C -2.881 -1.765 1.738
C -3.790 -3.098 2.081
C -5.418 -3.011 1.765
C -6.317 -4.374 2.101
C -5.492 -5.660 2.694
N -4.017 -5.773 2.959
C -3.236 -4.522 2.672
C -1.925 -1.592 0.390
S -1.850 -2.963 -0.939
O -3.071 -3.908 -0.924
O -0.600 -3.840 -0.622
F -1.808 -2.297 -2.556
C -1.036 -0.182 0.254
C -0.058 -0.110 -1.097
C -0.832 0.708 -2.298
C -0.248 0.439 -3.804
C 1.382 0.347 -3.922
F 1.689 0.317 -5.402
F 1.956 -0.948 -3.399
C 2.202 1.633 -3.322
F 3.215 2.036 -4.369
F 1.383 2.840 -3.066
F 3.027 1.197 -2.144
N -1.111 0.958 1.292
C -0.278 2.213 1.016
C 1.290 2.090 1.506
C 1.824 3.666 1.673
C 1.666 4.541 0.279
O 0.746 5.692 0.555
C -1.981 0.851 2.563
C -2.076 1.986 3.737
O -1.548 1.592 5.049
C -0.088 1.491 5.085
F 0.653 2.668 4.580
F 0.452 0.216 4.480
F 0.279 1.382 6.548
H -5.518 0.515 3.611
H -4.688 0.941 5.080
H -2.639 -1.714 5.412
H -5.865 -2.020 1.318
H -7.468 -4.324 1.877
H -6.145 -6.635 2.915
H -2.064 -4.566 2.898
H 0.920 0.531 -0.854
H 0.351 -1.170 -1.419
H -0.919 1.868 -2.119
H -1.955 0.305 -2.298
H -0.579 1.377 -4.464
H -0.696 -0.501 -4.352
H -0.229 2.484 -0.147
H -0.708 3.185 1.521
H 1.452 1.453 2.474
H 2.011 1.623 0.683
H 1.272 4.225 2.560
H 2.981 3.575 1.877
H 2.704 5.049 -0.018
H 1.341 3.910 -0.652
H 0.324 6.000 -0.308
H -1.620 3.031 3.478
H -3.241 2.192 3.904
O -1.911 -7.113 1.303
H -1.200 -7.729 1.534
H -1.636 -6.747 0.449
O 4.512 -2.889 -2.533
H 5.015 -2.231 -2.029
H 3.885 -2.359 -3.048
O 3.685 0.737 -7.647
H 3.218 0.642 -6.804
H 3.208 0.146 -8.248
O 1.525 7.613 2.494
H 1.058 7.517 3.338
H 1.048 7.022 1.893
O 3.928 7.586 0.649
H 3.372 7.882 1.386
H 4.809 7.496 1.042
O 0.227 -2.539 -5.505
H 0.328 -3.478 -5.288
H 1.003 -2.121 -5.101
O 0.346 -9.500 2.030
H 0.447 -10.439 2.247
H 1.121 -9.082 2.434
O -5.016 1.440 7.422
H -5.571 1.736 8.159
H -4.135 1.350 7.815
O 5.580 -4.827 -0.579
H 6.084 -4.170 -0.075
H 4.953 -4.297 -1.094
O -3.248 2.750 -0.162
H -2.536 2.134 0.069
H -2.973 3.116 -1.016
O -2.377 -2.069 -7.199
H -2.932 -1.773 -6.462
H -1.495 -2.160 -6.806
O 5.665 9.429 -1.557
H 5.300 9.103 -2.393
H 4.975 9.229 -0.907
O 1.125 7.423 5.514
H 0.570 7.719 6.251
H 2.006 7.333 5.907
O 5.620 7.226 -3.747
H 6.453 7.632 -4.030
H 5.560 6.418 -4.279
O -7.385 -7.253 0.429
H -6.552 -6.846 0.146
H -7.444 -8.060 -0.103
O -2.987 0.344 -9.210
H -2.600 -0.499 -8.931
H -3.648 0.091 -9.871
O -4.838 -3.649 -6.779
H -4.005 -3.242 -7.062
H -4.897 -4.457 -7.310
O 4.367 -7.432 -1.365
H 4.870 -6.774 -0.862
H 3.740 -6.902 -1.880
O 7.754 -6.457 -1.165
H 6.970 -6.157 -0.683
H 7.631 -7.416 -1.238
O -4.665 4.332 5.568
H -5.288 4.787 6.154
H -4.772 3.396 5.795
O -1.314 -5.703 -3.294
H -2.201 -5.326 -3.193
H -0.791 -5.257 -2.611
O 9.757 -4.589 -0.082
H 9.290 -4.685 0.762
H 9.279 -5.180 -0.683
O 7.097 6.515 -5.859
H 7.485 5.672 -5.580
H 6.436 6.262 -6.520
O -5.211 -5.854 -1.733
H -4.624 -5.237 -1.271
H -4.615 -6.547 -2.056
O -2.458 5.062 3.621
H -3.345 5.439 3.722
H -1.935 5.509 4.304
O -5.702 2.984 9.982
H -6.589 3.361 10.083
H -5.179 3.431 10.665
O 7.489 -5.204 1.988
H 6.866 -4.749 2.574
H 7.382 -6.140 2.215
O 5.200 3.092 -1.286
H 5.587 2.249 -1.008
H 4.538 2.839 -1.947
O -2.232 5.005 -2.020
H -1.481 4.877 -2.619
H -2.243 5.960 -1.858
*
```